--- 1 ---
C4H4 | the ωB97M-V functional and the def2-TZVPD basis

Results
- SMILES: C#CC=C
- HOMO energy: -0.36983 Eh
- Frontier orbital gap: 11.0323 eV

Last column: Mulliken charge in e.
Positions of all 8 atoms, in Å:
C1 2.06 0.52 0.59  -0.097
C2 0.93 0.20 0.61  -0.466
C3 -1.18 -0.67 -0.81  -0.591
C4 -0.79 0.29 -0.01  -0.125
H1 2.96 0.66 1.09  0.325
H2 -2.30 -0.55 -1.09  0.212
H3 -0.59 -1.51 -0.96  0.349
H4 -1.09 1.07 0.58  0.392

***

--- 2 ---
C4H4 | the ωB97M-V functional and the def2-TZVPD basis

Results
- HOMO energy: -0.32207 Eh
- Frontier orbital gap: 9.9643 eV

Last column: Mulliken charge in e.
Positions of all 8 atoms, in Å:
C1 0.41 0.69 -0.31  -0.411
C2 0.15 0.04 1.03  -0.428
C3 0.55 -0.76 -0.19  -0.494
C4 -0.78 -0.12 -0.11  -0.262
H1 0.58 1.53 -0.93  0.449
H2 0.26 0.32 2.08  0.408
H3 0.81 -1.63 -0.75  0.439
H4 -1.97 -0.08 -0.82  0.299

***

Energy relative to the most stable one, in kcal/mol: 1 0.0; 2 36.5

***

--- 1 ---
C2H8N2O | the ωB97M-V functional and the def2-TZVPD basis

Results
- SMILES: N/C=C/N.O
- HOMO energy: -0.30692 Eh
- Frontier orbital gap: 9.2191 eV

Last column: Mulliken charge in e.
Positions of all 13 atoms, in Å:
C1 -0.91 -0.61 -0.15  -0.022
C2 -0.94 0.52 0.55  -0.401
N1 -1.90 1.56 0.18  -0.587
N2 -0.05 -1.68 0.09  -0.444
H1 -1.35 -0.61 -1.13  0.303
H2 -0.46 0.74 1.50  0.291
H3 -2.63 1.59 0.89  0.223
H4 -1.47 2.46 0.05  0.230
H5 0.30 -1.73 1.02  0.204
H6 -0.36 -2.53 -0.36  0.214
H7 2.64 -0.04 -1.34  0.328
H8 3.63 0.04 -0.20  0.312
O1 3.51 0.29 -1.12  -0.651

***

--- 2 ---
C2H8N2O | the ωB97M-V functional and the def2-TZVPD basis

Results
- HOMO energy (alpha / beta): -0.28738 / -0.32444 Eh
- Frontier orbital gap (alpha / beta): 8.0594 / 9.6470 eV

Last column: Mulliken charge in e.
Positions of all 13 atoms, in Å:
C1 1.79 -0.14 -0.48  -0.620
C2 1.19 0.84 0.48  -0.684
N1 -2.09 -1.13 0.45  -0.354
N2 -1.46 0.90 -0.26  -0.349
O1 -1.43 -0.43 -0.58  -0.104
H1 2.39 -0.72 0.20  0.259
H2 0.97 -0.76 -1.03  0.175
H3 2.31 0.13 -1.38  0.328
H4 1.12 0.32 1.43  0.221
H5 1.11 1.88 0.38  0.368
H6 -2.93 -0.61 0.76  0.278
H7 -1.55 -1.53 1.24  0.231
H8 -1.43 1.26 -1.21  0.251

***

Energy relative to the most stable one, in kcal/mol: 1 0.0; 2 140.7